No. 1
C40H44N7O14Sr | ωB97M-V with the def2-TZVPD basis set

Computed properties:
Spin multiplicity: 2
Expectation value of S²: 0.76
Kohn-Sham gap (spin up / spin down), eV: 2.872 / 5.391
LUMO level (spin up / spin down), hartree: -0.0804 / -0.0836

Each line ends with the Löwdin charge.
Cartesian coordinates (Å):
N -3.164 3.765 5.794  0.3282
H -2.271 3.687 6.259  0.1295
H -3.093 4.121 4.851  0.1241
H -3.716 4.389 6.364  0.0448
H -3.491 2.812 5.722  0.1516
Sr -2.307 4.798 9.500  1.5387
C -5.391 1.712 10.827  -0.0964
C -3.897 1.449 10.733  -0.5061
O -3.172 2.301 9.926  -0.4922
H -5.497 2.408 11.659  0.0502
H -6.106 0.914 11.031  0.0638
H -5.695 2.227 9.916  0.0477
H -3.967 0.467 10.266  0.0746
H -3.310 1.305 11.640  0.0926
C -6.378 4.650 7.307  -0.0927
C -5.468 5.762 7.758  -0.4644
O -4.130 5.518 7.830  -0.4588
H -7.413 4.920 7.096  0.0603
H -6.460 3.865 8.059  0.0616
H -6.037 4.025 6.481  0.0464
H -5.905 6.026 8.721  0.0862
H -5.713 6.655 7.181  0.0716
C -4.372 8.814 5.683  -0.0443
C -3.752 7.691 5.052  -0.0707
C -3.191 7.884 3.787  -0.0055
C -3.172 9.209 3.262  -0.1422
C -3.818 10.269 3.875  -0.0027
C -4.467 10.119 5.130  -0.0240
N -2.527 9.376 1.963  -0.3801
O -1.618 8.640 1.651  0.0663
O -2.947 10.185 1.183  0.0936
H -4.874 8.629 6.622  0.0775
H -3.562 6.746 5.539  0.0684
H -2.637 7.093 3.303  0.1066
H -3.876 11.261 3.451  0.1175
H -5.054 10.913 5.567  0.1048
C -8.906 1.489 7.188  -0.0862
C -8.677 1.254 8.528  -0.1033
C -9.711 1.005 9.346  -0.0256
C -11.068 0.959 8.873  -0.0725
C -11.281 1.252 7.503  0.0050
C -10.171 1.511 6.664  -0.0679
N -12.249 0.555 9.762  -0.3510
O -13.333 0.378 9.209  0.0531
O -12.150 0.567 10.950  0.0967
H -8.044 1.852 6.649  0.1030
H -7.695 1.253 8.977  0.0971
H -9.486 0.860 10.392  0.1192
H -12.297 1.280 7.137  0.1115
H -10.387 1.715 5.625  0.1064
C -5.066 3.334 15.241  -0.1113
C -6.257 3.613 14.583  -0.1043
C -6.306 4.562 13.558  -0.0311
C -5.124 5.167 13.101  -0.1487
C -3.910 4.919 13.752  -0.0289
C -3.864 3.919 14.772  -0.0746
N -5.129 5.958 11.845  -0.4620
O -6.131 6.619 11.512  -0.0857
O -4.163 5.911 11.120  -0.2136
H -5.094 2.601 16.034  0.0901
H -7.135 3.183 15.041  0.0972
H -7.271 4.706 13.095  0.1001
H -2.947 5.317 13.469  0.0905
H -2.974 3.589 15.286  0.0877
C -10.135 5.583 3.170  -0.0165
C -9.594 4.734 2.249  -0.0860
C -8.273 4.458 2.315  -0.0325
C -7.410 5.061 3.205  -0.1085
C -7.916 5.895 4.205  -0.0098
C -9.255 6.129 4.167  -0.0379
N -5.961 4.627 3.274  -0.3046
O -5.681 3.544 2.726  0.0460
O -5.124 5.272 3.877  0.0394
H -11.180 5.853 3.121  0.1123
H -10.175 4.415 1.396  0.1184
H -7.907 3.769 1.568  0.1225
H -7.347 6.398 4.972  0.1161
H -9.611 6.774 4.956  0.0934
C -9.185 5.713 9.787  -0.0426
C -9.414 7.095 9.762  -0.0373
C -10.207 7.546 8.685  -0.0029
C -10.782 6.719 7.716  -0.1468
C -10.501 5.352 7.763  -0.0079
C -9.752 4.851 8.824  -0.0606
N -11.578 7.290 6.634  -0.3844
O -11.413 8.464 6.461  0.0874
O -12.156 6.564 5.874  0.0770
H -8.587 5.304 10.588  0.0973
H -8.975 7.739 10.509  0.1072
H -10.316 8.621 8.692  0.1116
H -10.870 4.587 7.096  0.1082
H -9.577 3.793 8.945  0.0830
C -6.654 10.013 10.543  -0.0640
C -6.737 9.091 9.495  -0.0587
C -7.391 9.469 8.301  -0.0152
C -7.881 10.780 8.168  -0.1361
C -7.724 11.628 9.230  -0.0369
C -7.136 11.303 10.444  -0.0560
N -8.657 11.154 6.934  -0.3312
O -8.765 10.349 6.008  0.0504
O -9.095 12.286 6.853  0.0746
H -6.120 9.687 11.424  0.1076
H -6.269 8.128 9.638  0.0778
H -7.507 8.732 7.520  0.1032
H -8.149 12.619 9.174  0.1154
H -7.237 12.006 11.258  0.1099

=====

No. 2
C26H21HgN9O4 | ωB97M-V with the def2-TZVPD basis set

Computed properties:
ΔE to the lowest compared entry with this formula, charge and spin, kJ/mol: 196.6
Spin multiplicity: 2
Expectation value of S²: 0.89
Kohn-Sham gap (spin up / spin down), eV: 4.858 / 4.099
LUMO level (spin up / spin down), hartree: 0.0824 / 0.0635
Total charge: -1

Each line ends with the natural charge from an NBO analysis.
Cartesian coordinates (Å):
Hg 0.137 -0.062 0.080  1.5858
N 3.011 2.790 2.263  -0.5998
C 2.363 1.652 1.868  0.3199
N 1.160 1.632 1.444  -0.5571
C 0.420 2.806 1.359  0.2634
N -0.754 2.834 0.761  -0.2700
N -1.103 1.710 0.151  -0.4567
C -2.307 1.528 -0.364  -0.0622
C -2.602 0.276 -0.933  0.2498
C -3.944 -0.070 -1.318  -0.3001
C -4.276 -1.311 -1.707  -0.1172
C -3.309 -2.441 -1.674  -0.1438
C -1.904 -1.970 -1.183  0.5615
N -1.594 -0.611 -1.083  -0.7684
C 0.963 4.001 1.964  -0.1124
C 0.231 5.176 2.138  -0.1623
C 0.817 6.289 2.721  -0.2319
C 2.139 6.261 3.123  -0.2064
C 2.891 5.101 2.954  -0.2802
C 2.303 3.981 2.399  0.2358
H 3.983 2.762 2.531  0.4050
H 2.920 0.727 1.936  0.1945
H -3.083 2.289 -0.293  0.1816
H -4.675 0.728 -1.314  0.2029
H -5.282 -1.564 -2.013  0.2160
H -2.512 -3.985 -2.886  0.2389
H -0.054 -2.498 -1.293  0.5040
H -0.793 5.186 1.806  0.2369
H 0.234 7.187 2.862  0.2089
H 2.600 7.133 3.566  0.2079
H 3.929 5.069 3.258  0.2026
O -0.826 -1.717 1.552  -0.6410
N -1.933 -2.346 1.382  0.1353
N -2.324 -2.555 0.185  -0.1659
O -0.897 -2.730 -1.724  -0.7110
C -3.423 -3.161 -0.360  0.0365
C -3.365 -3.303 -2.936  -0.4334
C -4.645 -4.051 -3.070  -0.2717
C -5.338 -4.721 -2.121  -0.2226
C -5.116 -4.874 -0.726  -0.3717
C -4.223 -4.190 0.076  -0.2051
H -3.219 -2.655 -3.804  0.2018
H -5.049 -4.071 -4.076  0.1820
H -6.209 -5.264 -2.482  0.1869
H -5.730 -5.627 -0.243  0.1857
H -4.137 -4.480 1.117  0.2097
O 1.669 -1.666 -0.526  -0.6272
N 2.591 -1.348 -1.359  0.1168
N 2.587 -0.153 -1.815  0.1379
O 1.740 0.773 -1.507  -0.6594
C 3.587 0.142 -2.763  0.1849
C 4.680 -0.707 -2.922  -0.2386
C 5.636 -0.416 -3.874  -0.2129
C 5.514 0.715 -4.670  -0.2274
C 4.432 1.564 -4.499  -0.2090
C 3.470 1.286 -3.546  -0.2417
H 4.756 -1.582 -2.297  0.2409
H 6.485 -1.073 -3.995  0.2081
H 6.263 0.932 -5.419  0.2048
H 4.335 2.447 -5.115  0.2094
H 2.618 1.931 -3.394  0.2508

=====

No. 3
C28H28N6O4SV | ωB97M-V with the def2-TZVPD basis set

Computed properties:
Spin multiplicity: 4
Expectation value of S²: 3.76
Kohn-Sham gap (spin up / spin down), eV: 6.540 / 7.212
LUMO level (spin up / spin down), hartree: 0.0125 / 0.0124

Each line ends with the natural charge from an NBO analysis.
Cartesian coordinates (Å):
V -0.768 0.894 0.832  1.2238
C -1.181 2.610 3.010  -0.2764
C -2.264 1.746 3.091  -0.1827
C -2.253 0.700 4.016  -0.2017
C -1.164 0.529 4.847  -0.1934
C -0.078 1.401 4.770  -0.1908
C -0.087 2.438 3.860  -0.1812
H -1.212 3.446 2.322  0.2224
H -3.125 1.905 2.456  0.2195
H -3.093 0.020 4.066  0.2170
H -1.143 -0.296 5.548  0.2192
H 0.780 1.252 5.413  0.2157
H 0.761 3.109 3.793  0.2111
O 0.393 -0.193 2.051  -0.8067
C 0.310 -1.426 2.431  0.3877
C 1.390 -1.974 3.170  -0.2770
C 1.390 -3.273 3.611  -0.1849
C 0.309 -4.119 3.345  -0.2912
C -0.756 -3.609 2.636  -0.1756
C -0.793 -2.285 2.173  -0.1720
C -1.994 -1.821 1.467  0.3994
N -2.245 -0.610 0.995  -0.5696
C -3.514 -0.641 0.449  -0.0772
C -4.036 -1.879 0.588  -0.0858
N -3.068 -2.617 1.236  -0.5126
H 2.223 -1.310 3.365  0.2143
H 2.241 -3.647 4.170  0.2049
H 0.303 -5.145 3.686  0.2075
H -1.589 -4.276 2.443  0.1788
H -3.932 0.230 -0.026  0.2204
H -4.973 -2.308 0.283  0.2186
H -3.123 -3.593 1.450  0.4180
C 4.060 -2.843 -5.514  -0.6294
C 2.954 -2.231 -4.699  -0.0078
C 2.075 -1.315 -5.262  -0.2117
C 1.069 -0.725 -4.508  -0.2090
C 0.943 -1.057 -3.171  -0.2691
C 1.805 -1.979 -2.586  -0.2033
C 2.802 -2.557 -3.351  -0.2069
S -0.338 -0.365 -2.169  2.3305
O -1.268 -1.419 -1.877  -0.9284
O -0.843 0.785 -2.913  -1.0086
N 0.376 0.068 -0.811  -0.9919
C 1.200 1.210 -0.822  0.3912
C 2.270 1.469 -1.682  -0.2776
C 2.967 2.650 -1.532  -0.1442
C 2.616 3.550 -0.531  -0.2754
C 1.563 3.211 0.292  0.0617
N 0.877 2.080 0.151  -0.5362
H 3.803 -2.870 -6.572  0.2168
H 4.272 -3.862 -5.189  0.2190
H 4.984 -2.269 -5.414  0.2219
H 2.177 -1.057 -6.310  0.2094
H 0.392 -0.005 -4.948  0.2390
H 1.693 -2.226 -1.538  0.2445
H 3.476 -3.274 -2.897  0.2127
H 2.534 0.753 -2.445  0.2355
H 3.796 2.871 -2.194  0.2168
H 3.145 4.481 -0.388  0.2202
H 1.243 3.859 1.101  0.1946
N -3.407 4.071 -0.733  -0.8217
C -2.395 3.174 -0.852  0.8065
N -1.601 3.262 -1.946  -0.8219
O -2.216 2.339 0.049  -0.7112
H -3.609 4.755 -1.435  0.3957
H -3.962 4.040 0.101  0.4106
H -1.957 3.805 -2.717  0.3790
H -1.201 2.364 -2.237  0.4491

=====

No. 4
C3H8O2S2 | ωB97M-V with the def2-TZVPD basis set

Computed properties:
ΔE to the lowest compared entry with this formula, charge and spin, kJ/mol: 341.2
SMILES: O/C=C(\O)S.CS
Kohn-Sham gap, eV: 8.768
LUMO level, hartree: 0.0145

Each line ends with the natural charge from an NBO analysis.
Cartesian coordinates (Å):
O -1.298 1.349 0.033  -0.7325
C -0.602 1.063 -1.222  -0.0317
C -0.263 -0.179 -1.527  0.1041
O -0.895 -1.277 -1.065  -0.6899
S 0.996 -0.758 -2.603  0.0334
H -1.012 2.294 0.253  0.4939
H -0.067 1.884 -1.640  0.1890
H -1.495 -0.988 -0.357  0.4932
H 0.800 -1.762 -1.792  0.1520
C 0.332 0.100 1.771  -0.7177
S 1.815 -0.958 1.705  -0.0635
H 0.793 1.142 1.698  0.2072
H 0.158 -0.117 2.821  0.2193
H -0.491 -0.059 1.155  0.2246
H 1.229 -1.735 0.769  0.1186

=====

No. 5
C22H38F12N3O18P | ωB97M-V with the def2-TZVPD basis set

Computed properties:
Spin multiplicity: 2
Expectation value of S²: 0.75
Kohn-Sham gap (spin up / spin down), eV: 1.074 / 4.583
LUMO level (spin up / spin down), hartree: 0.0460 / 0.0460
Total charge: -1

Each line ends with the Löwdin charge.
Cartesian coordinates (Å):
C -2.216 3.305 5.280  -0.0529
N -2.480 3.924 6.622  -0.6256
O -3.343 3.443 7.343  -0.2069
O -1.940 5.036 6.873  -0.2326
H -2.625 3.935 4.490  0.0608
H -2.709 2.333 5.279  0.0508
H -1.156 3.059 5.209  0.0464
C -5.501 0.215 -5.337  0.0406
N -4.910 -0.792 -4.405  -0.4149
O -4.922 -0.436 -3.213  0.0384
O -4.599 -1.926 -4.761  0.0529
H -6.558 0.278 -5.080  0.1006
H -5.466 -0.291 -6.302  0.0891
H -4.966 1.164 -5.340  0.0984
C -1.677 -4.400 0.829  0.0419
N -0.357 -4.618 1.447  -0.4302
O 0.526 -5.131 0.797  0.0554
O -0.215 -4.233 2.599  0.0519
H -1.450 -4.084 -0.190  0.0928
H -2.151 -3.604 1.403  0.0815
H -2.244 -5.318 0.680  0.1064
C 1.108 -0.972 0.766  -0.0989
O -0.160 -1.459 0.429  -0.2391
P -1.526 -0.577 0.684  0.5024
O -2.772 -1.356 0.784  -0.2205
O -1.188 0.350 1.991  -0.2246
C -1.330 -0.267 3.239  -0.0842
O -1.448 0.531 -0.470  -0.1987
C -1.441 0.130 -1.804  -0.1127
H 1.533 -1.617 1.535  0.0905
H 1.100 0.090 1.014  0.0781
H 1.827 -0.959 -0.053  0.0726
H -0.399 -0.654 3.652  0.0764
H -1.985 -1.137 3.187  0.0866
H -1.688 0.483 3.944  0.0939
H -0.933 0.891 -2.396  0.0822
H -2.381 -0.083 -2.314  0.0830
H -0.784 -0.729 -1.941  0.0660
C 2.709 -3.761 5.044  -0.0573
C 1.439 -2.940 4.870  -0.2271
O 1.520 -1.709 5.639  -0.0364
C 2.219 -0.526 5.210  -0.2375
O 2.526 -0.300 4.021  0.0991
C 2.370 0.537 6.340  -0.5463
F 1.518 1.497 6.217  0.2354
F 2.232 -0.058 7.560  0.1427
F 3.629 1.040 6.197  0.1364
H 2.603 -4.634 4.399  0.0780
H 2.871 -4.091 6.070  0.0797
H 3.497 -3.122 4.645  0.0794
H 0.526 -3.424 5.216  0.1244
H 1.384 -2.765 3.796  0.0824
C 1.834 2.512 -4.589  -0.0364
C 1.345 1.181 -5.279  -0.1594
O 0.403 1.470 -6.369  -0.0091
C -0.971 1.494 -6.148  -0.2757
O -1.471 1.156 -5.064  0.1133
C -1.868 1.904 -7.349  -0.6042
F -2.434 3.037 -7.117  0.2195
F -1.148 2.057 -8.461  0.1735
F -2.787 0.941 -7.421  0.1683
H 1.019 3.133 -4.215  0.0753
H 2.401 3.173 -5.244  0.0716
H 2.483 2.271 -3.748  0.0622
H 0.836 0.518 -4.580  0.0876
H 2.230 0.656 -5.639  0.1040
C 2.712 4.060 1.360  -0.0450
C 1.848 2.853 1.144  -0.2496
O 0.533 3.252 0.779  0.0107
C -0.404 3.340 1.723  -0.3065
O -0.102 3.238 2.931  0.1083
C -1.870 3.517 1.152  -0.5860
F -2.236 4.816 1.405  0.1321
F -1.920 3.287 -0.102  0.2160
F -2.705 2.708 1.768  0.1866
H 3.679 3.664 1.672  0.0848
H 2.224 4.647 2.138  0.0912
H 2.745 4.547 0.386  0.0815
H 1.880 2.165 1.989  0.1162
H 2.145 2.208 0.317  0.1169
C 0.908 -4.064 -3.281  -0.0218
C 1.607 -3.443 -2.009  -0.2137
O 2.744 -2.704 -2.336  -0.0038
C 2.629 -1.355 -2.683  -0.2588
O 1.619 -0.655 -2.635  0.1129
C 4.029 -0.665 -3.108  -0.4603
F 4.039 -0.341 -4.420  0.1422
F 4.302 0.432 -2.376  0.1560
F 5.048 -1.567 -2.905  0.1202
H 1.494 -4.865 -3.731  0.0722
H 0.662 -3.305 -4.024  0.0727
H -0.027 -4.516 -2.950  0.0700
H 1.976 -4.178 -1.293  0.1190
H 0.946 -2.847 -1.381  0.0946

=====

No. 6
C29H40N3 | ωB97M-V with the def2-TZVPD basis set

Computed properties:
ΔE to the lowest compared entry with this formula, charge and spin, kJ/mol: 140.3
SMILES: CCC[NH+](CCC)C(c1cc2c3c(c1)CCN3CCC2)c1cc2c3c(c1)CCN3CCC2
Kohn-Sham gap, eV: 7.326
LUMO level, hartree: -0.0781
Total charge: +1

Each line ends with the Löwdin charge.
Cartesian coordinates (Å):
C -2.797 1.076 3.794  -0.0854
C -2.087 0.979 2.455  -0.2411
C -0.576 1.186 2.455  -0.0854
N 0.030 1.993 1.254  -0.0150
C 1.381 2.519 1.880  -0.0841
C 2.364 3.361 1.073  -0.2538
C 3.216 4.336 1.884  -0.0861
C -0.009 1.361 -0.076  -0.1762
C -1.360 0.639 -0.316  -0.1885
C -1.555 -0.694 0.125  -0.0595
C -2.676 -1.443 -0.257  -0.1342
C -3.727 -0.702 -0.801  -0.1465
C -3.663 0.673 -1.080  -0.1356
C -2.429 1.309 -0.961  0.0176
C -5.050 1.122 -1.420  -0.0818
C -5.900 -0.180 -1.413  -0.1186
N -4.960 -1.198 -1.028  -0.0902
C -5.316 -2.577 -0.867  -0.1540
C -4.067 -3.445 -0.885  -0.1534
C -2.939 -2.889 0.010  -0.1252
C 1.234 0.542 -0.485  -0.1449
C 1.244 -0.853 -0.650  0.0242
C 2.411 -1.564 -0.950  -0.1388
C 3.586 -0.817 -1.024  -0.1401
C 3.591 0.587 -1.038  -0.1425
C 2.379 1.255 -0.918  -0.0147
C 4.982 1.026 -1.321  -0.0861
C 5.782 -0.288 -1.541  -0.1171
N 4.803 -1.331 -1.335  -0.0835
C 5.049 -2.708 -1.675  -0.1511
C 3.897 -3.611 -1.233  -0.1545
C 2.487 -3.001 -1.341  -0.1319
H -3.673 0.415 3.781  0.0831
H -2.146 0.768 4.617  0.0787
H -3.149 2.095 3.983  0.0789
H -2.274 -0.034 2.076  0.0919
H -2.563 1.656 1.730  0.1173
H -0.301 1.749 3.364  0.1225
H -0.025 0.240 2.465  0.1372
H -0.585 2.813 1.137  0.1863
H 1.050 3.084 2.768  0.1273
H 1.882 1.607 2.220  0.1398
H 3.080 2.650 0.651  0.0763
H 1.879 3.869 0.235  0.1156
H 4.147 4.583 1.350  0.0858
H 2.698 5.280 2.077  0.0785
H 3.472 3.890 2.852  0.0816
H -0.011 2.215 -0.770  0.1506
H -0.831 -1.155 0.812  0.1252
H -2.309 2.310 -1.386  0.1255
H -5.460 1.820 -0.675  0.1203
H -5.123 1.632 -2.388  0.1194
H -6.321 -0.412 -2.405  0.1255
H -6.741 -0.118 -0.705  0.1261
H -5.868 -2.733 0.074  0.1298
H -6.003 -2.830 -1.684  0.1293
H -4.332 -4.457 -0.569  0.1172
H -3.712 -3.501 -1.921  0.1236
H -3.228 -3.026 1.066  0.1282
H -2.026 -3.480 -0.138  0.1198
H 0.331 -1.442 -0.607  0.0957
H 2.312 2.320 -1.150  0.1159
H 5.426 1.589 -0.490  0.1169
H 5.029 1.660 -2.214  0.1232
H 6.631 -0.383 -0.843  0.1249
H 6.214 -0.358 -2.553  0.1246
H 5.978 -3.033 -1.183  0.1272
H 5.251 -2.819 -2.760  0.1302
H 3.954 -4.527 -1.830  0.1156
H 4.063 -3.900 -0.189  0.1163
H 2.156 -3.109 -2.385  0.1293
H 1.802 -3.595 -0.730  0.1175

=====

Max |F| values, unit eV/Å, following the record order: 7.25 1.71 0.93 4.74 4.79 3.21.
Energy values, unit Eh, following the record order: -3017.27635 -1950.31909 -3055.64579 -1065.85207 -3919.20133 -1293.06213.